## A
The following is a DFT calculation (wB97M-V/def2-TZVPD) of C3H9O2 as an isolated structure.

Total charge = -1
Spin multiplicity = 1
LUMO = 0.1652 hartree
Highest occupied orbital energy = -3.5 eV

Each line ends with the Löwdin charge.
Atoms and positions in Å:
C (0.61084, 1.53240, 1.40457)  -0.3126
O (-0.05746, 0.34641, 1.63385)  -0.3029
H (0.86323, 1.67930, 0.33911)  0.0506
H (0.07687, 2.41383, 1.84126)  0.0467
H (1.53195, 1.55916, 2.08760)  0.0600
C (-0.99257, -1.19173, -0.88918)  -0.4842
O (-1.68293, -0.31626, -0.10429)  -0.2770
C (0.47507, -0.78394, -1.21147)  -0.1240
H (-0.89436, -2.11527, -0.33722)  0.0737
H (-1.57830, -1.27937, -1.83468)  0.0868
H (-0.85881, -0.07369, 0.86193)  0.0277
H (0.99308, -0.51329, -0.26370)  0.0481
H (1.20146, -1.41537, -1.65489)  0.0200
H (0.31194, 0.15781, -1.87288)  0.0872

## B
The following is a DFT calculation (wB97M-V/def2-TZVPD) of C3H9O2 as an isolated structure.

Total charge = -1
Spin multiplicity = 1
LUMO = 0.1642 hartree
Highest occupied orbital energy = -3.4 eV

Each line ends with the Löwdin charge.
Atoms and positions in Å:
C (1.38970, 1.68886, 1.64503)  -0.4131
O (1.61914, 0.75176, 0.73769)  -0.2894
H (0.52117, 1.48532, 2.34389)  0.0485
H (1.35769, 2.70311, 1.18374)  0.0427
H (2.14045, 1.86321, 2.53728)  0.0442
C (-0.80067, -1.19677, -0.41106)  -0.4519
O (0.53499, -1.12978, -0.26370)  -0.2279
C (-1.23624, -0.81285, -1.89748)  -0.0999
H (-1.35784, -0.59934, 0.37086)  0.0948
H (-1.16424, -2.24434, -0.20088)  0.0794
H (1.03416, -0.34600, 0.45783)  0.0350
H (-0.53785, -0.08566, -2.29125)  0.0537
H (-2.21194, -0.32336, -1.77336)  0.0422
H (-1.28853, -1.75418, -2.43858)  0.0418

Stability ranking, top and bottom: A is the most stable and B is the least stable.

## A
The following is a DFT calculation (wB97M-V/def2-TZVPD) of a 2-piece molecular cluster, C9H14OS overall.

Total charge = 0
Spin multiplicity = 1
LUMO (spin up / spin down) = 0.0030 / -0.0238 hartree
Highest occupied orbital energy (spin up / spin down) = -7.9 / -8.0 eV

Each line ends with the Löwdin charge.
Atoms and positions in Å:
C (1.57055, 0.53192, 1.17375)  -0.1169
C (2.88898, 0.35578, 1.33567)  -0.0835
C (1.58278, -0.04829, -1.23402)  -0.0870
C (0.97597, 0.17615, -0.10011)  -0.0625
C (-3.09588, 0.73107, 0.54955)  -0.3466
C (3.65837, -0.34534, 0.22246)  -0.2084
C (3.15697, 0.11078, -1.15762)  -0.1662
C (-4.18185, 0.03263, 1.34517)  -0.1383
C (-1.84445, -0.41112, -1.61835)  -0.1944
O (-2.03726, -1.66662, 0.56844)  -0.4958
S (-1.80982, -0.26867, 0.20808)  0.8184
H (0.94998, 0.99283, 1.82632)  0.0562
H (3.51014, 0.87716, 2.12507)  0.1215
H (1.18660, -0.28765, -2.20505)  0.0749
H (-2.69582, 1.71404, 0.66994)  0.0552
H (4.73427, -0.21081, 0.53002)  0.1148
H (3.53845, -1.45309, 0.23900)  0.1207
H (3.67303, -0.25698, -1.94319)  0.0575
H (3.42503, 1.18283, -1.22106)  0.1187
H (-4.04840, -0.99437, 1.25314)  0.0203
H (-5.22333, 0.38449, 0.85705)  0.1256
H (-4.25461, 0.37327, 2.37016)  0.0651
H (-2.29673, -1.45147, -1.87019)  0.0953
H (-2.59191, 0.28733, -1.87306)  0.0109
H (-0.77107, -0.35588, -2.05117)  0.0446

## B
The following is a DFT calculation (wB97M-V/def2-TZVPD) of a 2-piece molecular cluster, C9H14OS overall.

Total charge = 0
Spin multiplicity = 1
LUMO = 0.0304 hartree
Highest occupied orbital energy = -8.4 eV

Each line ends with the Löwdin charge.
Atoms and positions in Å:
C (1.34897, 0.65640, -0.25975)  -0.1472
C (2.35276, 1.16094, 0.44726)  -0.1129
C (2.49280, -1.46147, -0.69133)  -0.1204
C (1.35980, -0.79824, -0.72566)  -0.1153
C (-3.51137, 0.54675, 0.01670)  -0.4657
C (3.44532, 0.25537, 1.05491)  -0.1406
C (3.73818, -0.97273, 0.07512)  -0.1501
C (-4.36324, -0.64160, 0.05032)  -0.1555
C (-2.38246, 0.52504, -0.88705)  -0.3499
O (-1.57295, -1.09807, 1.16216)  -0.5579
S (-1.71609, 0.30104, 0.80821)  0.9271
H (0.65540, 1.37448, -0.78254)  0.0971
H (2.28759, 2.24284, 0.65763)  0.1023
H (2.58617, -2.52288, -1.07107)  0.1204
H (-4.10516, 1.44831, 0.29253)  0.1202
H (4.36243, 0.87316, 1.26005)  0.1129
H (3.10884, -0.03605, 1.99107)  0.0736
H (4.01005, -1.93167, 0.53121)  0.1015
H (4.48175, -0.79725, -0.64417)  0.0813
H (-4.54799, -1.11998, -0.90909)  0.0638
H (-5.47437, -0.52053, 0.36069)  0.1001
H (-4.02344, -1.56312, 0.72598)  0.1190
H (0.68141, -1.08229, -1.52478)  0.0944
H (-2.30974, -0.21069, -1.72468)  0.1152
H (-1.84438, 1.44911, -1.25874)  0.0866

Stability ranking, top and bottom: B is the most stable and A is the least stable.

## A
The following is a DFT calculation (wB97M-V/def2-TZVPD) of a 2-piece molecular cluster, C5H15NOS overall.

Total charge = 0
Spin multiplicity = 1
LUMO = 0.0310 hartree
Highest occupied orbital energy = -8.6 eV

Each line ends with the Löwdin charge.
Atoms and positions in Å:
C (0.00674, -2.20157, -0.68605)  -0.2839
N (0.65539, -0.99184, -1.13812)  -0.0911
C (1.69540, -0.27662, -0.36294)  -0.4446
C (1.90975, 1.04518, -1.08136)  -0.5199
S (1.31320, 2.49800, -0.15882)  0.7067
C (2.87578, -1.26409, -0.17428)  -0.0614
C (-1.29531, -1.81775, 0.07336)  -0.1022
H (-0.38438, -2.71692, -1.56843)  0.1071
H (0.58080, -2.92123, -0.07976)  0.1061
H (0.98053, -1.12109, -2.08386)  0.1014
H (1.27118, -0.09815, 0.61842)  0.1089
H (3.00616, 1.18252, -1.18223)  0.0727
H (1.57835, 1.04501, -2.11361)  0.0724
H (2.28556, 2.79962, 0.67438)  -0.1734
H (2.77347, -1.80772, 0.77464)  0.0705
H (2.87730, -2.14002, -0.82687)  0.0703
H (3.86940, -0.79716, -0.21498)  0.0707
H (-2.01272, -2.64512, 0.01196)  0.0639
H (-1.08028, -1.66789, 1.13735)  0.0576
H (-1.70920, -0.86544, -0.25680)  0.0680
H (-6.48790, 1.39880, 2.59627)  0.0402
H (-6.52356, -0.11293, 3.03310)  0.0198
O (-7.01758, 0.58741, 2.62183)  -0.0600

## B
The following is a DFT calculation (wB97M-V/def2-TZVPD) of a 2-piece molecular cluster, C5H15NOS overall.

Total charge = 0
Spin multiplicity = 1
LUMO = 0.0231 hartree
Highest occupied orbital energy = -8.4 eV

Each line ends with the Löwdin charge.
Atoms and positions in Å:
C (0.16018, 1.06735, -0.65215)  -0.2210
C (-0.23762, -0.28917, -1.19146)  -0.2899
C (-1.64265, -0.75123, -0.71117)  -0.4379
S (-1.40111, -2.36207, 0.35400)  0.6166
C (1.03911, 1.00144, 0.61113)  -0.2270
N (2.43683, 1.10520, 0.17377)  -0.1588
C (3.19132, 0.09301, -0.70436)  -0.0703
H (0.75734, 1.57501, -1.36867)  0.0889
H (-0.77848, 1.65829, -0.55964)  0.0987
H (-0.21289, -0.27853, -2.30447)  0.1115
H (0.58234, -1.02720, -0.99067)  0.0871
H (-2.41746, -0.92011, -1.36613)  0.0238
H (-2.15376, -0.02852, -0.05944)  0.0467
H (-0.60841, -1.69868, 1.25282)  -0.1680
H (1.03869, -0.02381, 1.11062)  0.1264
H (0.89918, 1.81988, 1.23919)  0.0733
H (2.63347, 2.05412, -0.17871)  0.0974
H (2.72981, 0.03165, -1.66876)  0.0530
H (4.14752, 0.43694, -0.97285)  0.0548
H (3.07866, -0.71977, -0.02500)  0.0696
H (-1.04608, 2.17858, 1.75263)  0.0632
H (-2.52381, 1.72610, 2.08556)  0.0342
O (-1.97853, 2.06804, 1.38265)  -0.0725

Stability ranking, top and bottom: A is the most stable and B is the least stable.

## A
The following is a DFT calculation (wB97M-V/def2-TZVPD) of a 2-piece molecular cluster, C5H14N2O overall.

Total charge = 0
Spin multiplicity = 1
LUMO = 0.0284 hartree
Highest occupied orbital energy = -7.6 eV

Each line ends with the Löwdin charge.
Atoms and positions in Å:
C (1.53382, 1.12924, -1.83581)  -0.3059
C (0.09508, 1.02206, -1.28806)  -0.1956
C (-0.20129, -0.37132, -0.71902)  -0.1290
C (-1.04684, -0.56506, 0.28453)  -0.1848
N (-1.35649, -1.81138, 0.86595)  -0.0989
C (-2.67967, -1.94212, 1.49150)  -0.1152
N (2.46044, 0.26414, -1.13861)  -0.0097
H (1.51012, 0.87584, -2.88971)  0.0967
H (1.81165, 2.17461, -1.79284)  0.0913
H (0.03915, 1.70738, -0.43594)  0.0899
H (-0.66696, 1.26218, -2.01928)  0.0989
H (0.33732, -1.17787, -1.19377)  0.1011
H (-1.51657, 0.23293, 0.83654)  0.1077
H (-1.21559, -2.58859, 0.23851)  0.1082
H (-3.35932, -2.52193, 0.86307)  0.0752
H (-2.56103, -2.38187, 2.47918)  0.0687
H (-3.12960, -0.95636, 1.58340)  0.0667
H (2.25639, 0.15699, -0.15318)  0.0464
H (3.40920, 0.60007, -1.23356)  0.0642
H (0.75127, 1.54545, 2.42070)  0.0356
H (1.96201, 2.07743, 1.64036)  0.0439
O (1.56691, 1.26817, 1.99601)  -0.0553

## B
The following is a DFT calculation (wB97M-V/def2-TZVPD) of a 2-piece molecular cluster, C5H14N2O overall.

Total charge = 0
Spin multiplicity = 1
LUMO = 0.0261 hartree
Highest occupied orbital energy = -9.3 eV

Each line ends with the Löwdin charge.
Atoms and positions in Å:
N (1.17600, -0.58161, -2.23472)  -0.0007
C (1.17373, -0.86510, -0.79194)  -0.2973
C (2.60797, -0.68507, -0.25443)  -0.3109
N (2.67728, -1.07702, 1.15544)  -0.0144
H (0.84218, 0.36049, -2.38780)  0.0568
H (0.49246, -1.18290, -2.67459)  0.0566
H (0.94270, -1.90852, -0.57502)  0.1113
H (0.52063, -0.24839, -0.17084)  0.0755
H (3.23655, -1.30259, -0.89564)  0.1025
H (2.87151, 0.36816, -0.43714)  0.1026
H (3.55387, -0.75508, 1.53823)  0.0568
H (1.92237, -0.60212, 1.64431)  0.0566
C (-2.09609, 1.56480, 0.07395)  -0.2800
O (-3.25386, 2.28326, 0.51929)  -0.0724
C (-1.76946, 0.57483, 1.13090)  -0.1885
C (-2.06913, -0.71370, 1.11459)  0.0129
H (-1.26096, 2.25900, -0.06422)  0.1113
H (-2.33476, 1.10025, -0.88584)  0.1136
H (-3.44338, 2.99893, -0.09508)  0.0802
H (-1.31509, 0.96610, 2.03659)  0.1045
H (-1.91341, -1.35518, 1.97235)  0.0587
H (-2.56112, -1.19855, 0.28160)  0.0643

Stability ranking, top and bottom: A is the most stable and B is the least stable.

## A
The following is a DFT calculation (wB97M-V/def2-TZVPD) of a 2-piece molecular cluster, C5H14N2O overall.

Total charge = 0
Spin multiplicity = 1
LUMO = 0.0344 hartree
Highest occupied orbital energy = -7.6 eV

Each line ends with the Löwdin charge.
Atoms and positions in Å:
C (-1.61162, 0.50583, -1.55896)  -0.2415
C (-0.70085, 1.19760, -0.45971)  -0.1979
C (0.81296, 1.09137, -0.27654)  -0.2524
N (3.27573, -1.71060, -0.74091)  0.0381
C (2.70005, -0.46098, -0.80766)  -0.2072
C (1.53548, -0.19567, -0.17335)  -0.1715
N (-1.47292, -0.96710, -1.73243)  0.0074
H (-1.56800, 1.21397, -2.55130)  0.1512
H (-2.59795, 0.55441, -1.25879)  0.0502
H (-1.04169, 0.73204, 0.45544)  0.0950
H (-0.86706, 2.25637, -0.49936)  0.0914
H (1.17811, 1.48780, -1.20466)  0.0960
H (1.14460, 1.57831, 0.68133)  0.1275
H (3.01298, -2.38999, -0.16431)  0.0272
H (4.18903, -1.82977, -1.05665)  0.0561
H (3.46595, 0.17926, -1.47039)  0.1641
H (1.07199, -0.97357, 0.45823)  0.1117
H (-0.83933, -1.12843, -2.44864)  0.0256
H (-1.00573, -1.38542, -0.97776)  0.0291
H (-3.36583, 0.52773, 5.58647)  0.0345
H (-4.40583, 0.37598, 4.51880)  0.0652
O (-3.42588, 0.58952, 4.61278)  -0.0999

## B
The following is a DFT calculation (wB97M-V/def2-TZVPD) of a single C5H14N2O molecule.

Total charge = 0
Spin multiplicity = 1
LUMO = 0.0328 hartree
Highest occupied orbital energy = -8.5 eV

Each line ends with the Löwdin charge.
Atoms and positions in Å:
N (-2.40096, 1.30658, -0.95222)  -0.0154
C (-1.40734, 0.89856, -1.95286)  -0.2560
C (-0.10924, 0.35097, -1.28492)  -0.2373
N (-0.38664, -0.71528, -0.35870)  -0.0467
C (0.23610, -2.08152, 1.56765)  -0.0467
C (0.31292, -0.66350, 0.91343)  -0.3712
C (1.78758, -0.25911, 0.86250)  -0.1915
O (1.86041, 1.18267, 1.11437)  -0.0957
H (-2.75209, 0.52779, -0.44423)  0.0401
H (-2.00569, 1.94146, -0.28115)  0.0556
H (-1.18778, 1.84180, -2.45388)  0.1023
H (-1.83458, 0.11794, -2.56024)  0.0964
H (0.59361, 0.11574, -2.08952)  0.1083
H (0.25608, 1.22531, -0.74785)  0.1054
H (-0.41207, -1.65672, -0.71580)  0.1034
H (1.19622, -2.57319, 1.66517)  0.0632
H (-0.31292, -2.77552, 0.92655)  0.0670
H (-0.22229, -2.07540, 2.55642)  0.0756
H (-0.26515, -0.07197, 1.62547)  0.1355
H (2.42160, -0.67777, 1.63658)  0.1113
H (2.09981, -0.49195, -0.15314)  0.1169
H (2.76125, 1.46401, 0.91261)  0.0792

## C
The following is a DFT calculation (wB97M-V/def2-TZVPD) of a 2-piece molecular cluster, C5H14N2O overall.

Total charge = 0
Spin multiplicity = 1
LUMO = 0.0295 hartree
Highest occupied orbital energy = -8.0 eV

Each line ends with the Löwdin charge.
Atoms and positions in Å:
C (-1.10105, -0.15012, 0.90797)  -0.4027
C (0.44248, 1.89866, 0.50608)  -0.1027
C (1.43276, 0.81293, 0.44317)  -0.0160
C (-2.56770, 0.14007, 0.62097)  -0.0349
C (1.88737, -1.10693, -1.64303)  -0.0867
N (-0.29161, 0.71776, -0.01568)  -0.2478
N (-0.82464, -1.54506, 0.71130)  0.0775
O (-0.39781, 0.42502, -1.28259)  -0.1884
H (0.88985, -0.47962, -1.60019)  0.0159
H (-0.83838, 0.12855, 1.93302)  0.1437
H (0.15299, -1.75788, 0.87052)  0.0697
H (-1.03937, -1.79409, -0.24986)  0.0876
H (0.09639, 2.19028, 1.49158)  0.1138
H (0.52407, 2.66942, -0.25096)  0.1265
H (2.25321, 0.94852, -0.24414)  0.0793
H (1.66217, 0.22373, 1.31918)  0.0887
H (-2.82148, 1.16389, 0.88800)  0.0793
H (-2.75115, 0.00063, -0.44386)  0.0799
H (-3.19237, -0.54850, 1.18449)  0.0817
H (2.22102, -1.58337, -0.72812)  0.0083
H (1.58286, -1.86259, -2.36523)  0.0141
H (2.68041, -0.49130, -2.05262)  0.0134

Stability ranking, top and bottom: B is the most stable and C is the least stable.